[1]
Density functional theory data (ωB97M-V with the def2-TZVPD basis set) for a structure of composition C17H28CeClOP.

```
49
Properties=species:S:1:pos:R:3:forces:R:3
C 0.06164 -5.85192 -3.21550 -0.0294 -1.6700 -0.9192
C -0.62182 -5.66729 -4.57531 -0.0351 0.3158 0.0879
C 1.50205 -6.33523 -3.41923 0.0870 0.2757 0.1544
C -0.71735 -6.87279 -2.37812 -0.0393 0.2427 0.2140
Cl 0.08786 -4.27139 -2.34517 0.0057 0.5255 0.2911
H 1.50624 -7.29792 -3.94783 -0.1368 0.2464 0.1303
H 2.00564 -6.47594 -2.45651 -0.0606 0.0406 -0.1698
H 2.07209 -5.61760 -4.01952 -0.0738 -0.1201 0.1234
H -0.64263 -6.62098 -5.11991 0.0700 0.1859 0.2450
H -0.07929 -4.93972 -5.18897 -0.1145 -0.1073 0.0995
H -1.65596 -5.32834 -4.44881 0.1786 -0.0312 -0.0391
H -0.74086 -7.84356 -2.89138 0.0795 0.3013 0.0294
H -1.75204 -6.54496 -2.22865 0.1764 -0.0575 0.0054
H -0.24355 -7.01852 -1.40113 -0.1017 0.0285 -0.1497
C 1.01189 2.00862 -1.32437 -0.0981 -0.8183 -0.0885
C 1.94505 1.02580 -0.85545 -0.4344 0.0294 -0.5693
C 1.57151 -0.22973 -1.44054 -0.2038 0.3431 -0.3504
H 2.80408 1.20789 -0.20015 -0.3308 -0.0864 -0.4521
C 0.38311 -0.03229 -2.21549 0.5748 0.4778 0.4490
C 0.02640 1.35110 -2.12925 0.5904 -0.1514 0.3559
H -0.83379 1.83620 -2.60085 0.3893 -0.2496 0.1089
H 1.07842 3.08135 -1.16617 -0.0848 -0.3294 0.0456
H 2.09233 -1.17697 -1.31402 -0.1103 0.3528 -0.1698
H -0.16717 -0.80641 -2.74754 0.1728 0.1259 0.0438
C -0.66853 -1.16069 2.59097 0.5201 0.0943 -0.4270
C 0.41820 -0.27058 2.87464 0.1836 -0.8760 -0.5061
C 1.52499 -0.63323 2.04019 -0.7261 -0.3712 0.0270
H 0.44304 0.47558 3.66080 -0.1076 -0.0051 -0.2270
C 1.11327 -1.74977 1.23525 -0.2272 -0.0735 0.4998
C -0.24499 -2.07169 1.56844 0.7009 0.4423 0.4307
H -0.82473 -2.89821 1.14770 0.1970 0.3355 0.1258
H -1.64888 -1.15363 3.07881 0.4382 0.0229 -0.2390
H 2.52026 -0.18192 2.05560 -0.4013 -0.2125 -0.0076
H 1.74608 -2.30584 0.54360 -0.2640 0.1552 0.2858
Ce -0.26194 0.24507 0.31195 -0.9223 0.0671 0.5622
C -1.35166 3.88158 3.27064 -0.1488 0.0831 0.4331
P -0.77343 3.45741 1.65159 -0.7016 0.3148 -0.2175
C -1.57978 4.45225 0.39825 -0.0785 -0.0275 -0.0095
C 0.96743 3.80321 1.59462 0.5125 0.2125 0.0102
O -1.11934 1.97073 1.37204 0.5057 -0.2031 -0.5188
H -1.51615 2.96772 3.86221 0.0247 0.3538 -0.1821
H -2.28649 4.44413 3.17968 0.0920 -0.1387 0.1967
H -0.59380 4.50439 3.75832 -0.3225 -0.0674 0.0595
H -1.49796 5.51734 0.64835 -0.0256 -0.1813 -0.0967
H -1.09880 4.26607 -0.57181 -0.1366 0.1030 0.2230
H -2.64124 4.16697 0.33396 0.3212 0.1503 0.0805
H 1.59352 2.93980 1.83283 -0.1138 0.0245 0.0620
H 1.25609 4.19906 0.61974 0.0242 -0.0206 0.1503
H 1.14702 4.57292 2.35183 0.1848 -0.0528 -0.1910
```
Positions in Å, forces in eV/Å.

LUMO level (alpha / beta): -0.3099 / -0.3099 hartree
Highest occupied orbital energy (alpha / beta): -0.5474 / -0.5474 Eh
Net charge: +2
Frontier orbital gap (alpha / beta): 6.462 / 6.462 eV

=====

[2]
Density functional theory data (ωB97M-V with the def2-TZVPD basis set) for a structure of composition C17H28ClIrP.

```
48
Properties=species:S:1:pos:R:3:forces:R:3
C 1.12845 -2.53747 -2.54421 -0.1120 -0.0702 0.0290
C 0.22420 -2.25090 -3.67603 -0.2461 0.2571 -0.4307
C 2.46078 -1.90265 -2.58827 0.4969 0.4029 0.1277
C 1.03750 -3.82289 -1.82082 0.1159 -0.3854 0.3674
Cl -0.91652 -1.57091 -0.85988 -0.7492 0.5395 0.8655
H 3.11160 -2.43450 -3.30987 -0.1065 0.1651 0.1820
H 2.96954 -1.93366 -1.61615 -0.0345 -0.0871 -0.1669
H 2.41177 -0.85554 -2.91273 0.0219 -0.1736 -0.0498
H 0.52629 -2.82597 -4.56990 -0.0622 0.1401 0.1125
H 0.28233 -1.18433 -3.93756 -0.0780 -0.2565 -0.1129
H -0.82322 -2.50109 -3.48010 0.1206 -0.0941 -0.0286
H 1.50431 -4.63016 -2.41374 -0.0710 0.0997 0.1462
H 0.01313 -4.14055 -1.60220 0.0786 0.0210 -0.1339
H 1.59066 -3.75723 -0.87194 -0.1131 -0.1832 -0.2013
C 0.37246 4.30450 0.83337 -0.3893 0.6741 -1.2993
C 1.76992 4.18674 0.47791 0.0078 0.7105 -1.2173
C 1.90332 3.08635 -0.44396 -0.0602 0.7352 -1.5288
H 2.57796 4.80965 0.85558 -0.2123 -0.1781 -0.1427
C 0.59390 2.51775 -0.65556 -0.5213 0.7436 -1.4250
C -0.35292 3.29322 0.11598 -0.2835 0.7204 -1.4386
H -1.42710 3.12858 0.15553 0.3850 0.1764 -0.0195
H -0.05298 5.01270 1.53556 0.0794 -0.0622 -0.1563
H 2.83000 2.72781 -0.89171 -0.3284 0.1840 0.1111
H 0.35849 1.64464 -1.26370 0.1196 0.4251 0.0325
C 0.27673 1.13546 3.10753 0.0727 -1.3440 1.2504
C 1.30561 1.99581 3.62127 -0.0029 -1.2381 1.5402
C 2.55107 1.64336 2.98037 0.4581 -0.7247 0.9625
H 1.15722 2.78607 4.35843 0.0797 -0.2412 -0.2856
C 2.28294 0.56884 2.06389 0.5926 -1.5028 0.4415
C 0.88111 0.25043 2.14420 -0.2158 -1.2822 0.8013
H 0.36267 -0.51137 1.56305 0.3213 0.1857 0.2586
H -0.78543 1.16451 3.36811 0.5354 0.0574 0.0250
H 3.51847 2.12244 3.14191 -0.3943 -0.2155 0.0106
H 3.00043 0.07858 1.39834 -0.2851 0.1995 0.4619
Ir 1.14451 2.34533 1.46920 0.3229 2.2396 1.6284
C -3.93025 -1.97008 -0.53275 -0.1522 0.2205 0.1253
P -2.60229 -1.02927 0.23315 1.0343 -1.0357 -1.2452
C -2.78675 0.73219 0.00374 -0.2929 0.2740 0.1427
C -2.35644 -1.53094 1.93184 -0.2929 0.0636 0.2976
H -3.99626 -1.69418 -1.59466 0.0417 -0.1125 0.2793
H -4.88650 -1.74049 -0.03725 0.2589 -0.0779 -0.1250
H -3.71262 -3.04287 -0.43449 -0.0281 0.3005 -0.0408
H -3.86183 0.95656 0.04543 0.2376 0.1342 0.0608
H -2.25656 1.27945 0.80067 -0.2229 -0.2853 -0.3512
H -2.40380 1.01725 -0.98845 -0.1372 -0.1496 0.3445
H -3.35513 -1.75402 2.33786 0.2924 0.0597 0.0612
H -1.74215 -2.44102 1.98113 -0.1837 0.2646 -0.0863
H -1.89861 -0.72611 2.52184 -0.0980 -0.2944 -0.1800
```
Positions in Å, forces in eV/Å.

LUMO level (alpha / beta): -0.2067 / -0.3595 hartree
ΔE to the lowest compared entry with this formula, charge and spin: 0.0000 eV
Multiplicity: 6
Highest occupied orbital energy (alpha / beta): -0.4411 / -0.5938 Eh
Net charge: +2
Frontier orbital gap (alpha / beta): 6.378 / 6.376 eV

=====

[3]
Density functional theory data (ωB97M-V with the def2-TZVPD basis set) for a cluster of 4 separate species, C17H28F8O7S3 in total.

```
63
Properties=species:S:1:pos:R:3:forces:R:3
C 0.79038 -4.64523 1.20127 1.0753 0.4400 -1.0385
C 1.78591 -5.64407 0.54035 -0.2808 -1.1968 0.5839
C 2.33372 -6.50313 1.71000 -0.6008 0.6604 1.1268
S 2.64220 -5.26817 3.04781 0.8727 -0.6049 -0.9833
O 4.05654 -4.90462 2.98022 -1.1224 -0.0885 0.2912
O 2.05034 -5.69297 4.29808 0.1740 0.1580 -0.3529
C 1.64536 -3.96370 2.27878 -0.1670 -0.7722 0.7887
H -0.13747 -5.16863 1.42676 0.2615 -0.0950 0.9761
H 0.44246 -3.89141 0.49181 0.3148 0.0767 -0.1228
H 2.63097 -5.22389 -0.00079 -0.1929 0.4736 -0.0105
H 1.23251 -6.29855 -0.13288 0.1424 0.0240 -0.1807
H 3.23209 -7.10906 1.63344 0.1358 0.2719 -0.4966
H 1.55962 -7.13538 2.14883 -0.1445 -0.0214 -0.2206
H 2.41476 -3.34066 1.82854 -0.3039 0.3553 -0.0528
H 1.15238 -3.51049 3.13645 -0.1811 0.3485 -0.3005
C 3.12060 4.65020 -2.52441 0.6417 -1.0356 -1.9850
C 1.94389 3.90381 -1.89776 -0.7282 1.3849 2.5456
C 1.91761 2.52373 -2.44988 3.0873 -0.0514 -1.7847
S 3.74321 2.11038 -2.15705 -1.5103 -0.3527 0.4255
O 4.27447 1.28649 -3.21002 0.1591 0.1799 0.0640
O 3.75353 1.63261 -0.78249 0.4062 0.1802 -0.3372
C 4.39995 3.79508 -2.23830 -1.3201 0.4014 0.9158
H 3.26701 5.70675 -2.32100 -0.1803 -0.0936 0.6440
H 2.95115 4.61721 -3.60821 -0.0245 0.1023 -0.0384
H 1.03338 4.50689 -1.93137 -0.1485 -0.3081 -0.6303
H 2.10667 3.84724 -0.81088 0.1274 -0.0456 -0.0083
H 1.90232 2.65661 -3.53645 -0.5103 -0.6370 -0.0521
H 1.46158 1.60144 -2.11307 -0.6991 0.4730 0.4262
H 5.24688 3.79528 -2.91424 -0.1232 0.2779 -0.1436
H 4.63899 4.10951 -1.22297 0.6776 -0.5262 0.0205
C -4.50262 1.85286 -1.62071 -0.6185 -0.5950 -0.9642
C -3.26348 2.43597 -0.96145 0.2392 0.2273 0.4846
C -2.06259 1.81440 -1.66514 -1.1416 0.4313 -1.2394
S -2.61789 2.02999 -3.40173 1.2352 0.7364 -0.6916
O -2.18792 0.86233 -4.15062 -0.4128 0.6105 0.2179
O -2.24348 3.36838 -3.84862 0.0359 -0.8442 0.2999
C -4.38792 2.03929 -3.14942 -0.1024 -0.4289 -0.2297
H -5.42093 2.26132 -1.20409 -0.0271 0.0008 -0.1160
H -4.54611 0.76137 -1.56895 0.1063 0.0455 0.9300
H -3.31617 2.31066 0.12081 0.2632 -0.2759 -0.0251
H -3.22217 3.51652 -1.12402 -0.1196 0.0142 -0.0666
H -1.96523 0.74144 -1.53395 0.1520 0.0331 0.2070
H -1.12690 2.36528 -1.65398 0.0630 -0.1133 0.3765
H -4.68213 1.19341 -3.77368 -0.3332 -0.2511 0.5136
H -4.91120 2.88368 -3.59270 0.5913 0.4662 0.2393
C -0.90162 0.29651 2.31326 -0.9570 -0.5735 -0.9676
C 0.19114 0.15578 1.27223 0.6008 2.0852 0.8171
C 1.26499 1.22128 1.64426 2.7693 -1.2319 -0.0143
F 0.77227 2.47516 1.66030 -0.2899 -0.3747 0.0342
F 1.88415 0.96098 2.85568 -1.2272 0.0868 0.1399
F 0.70219 -1.07529 1.20785 0.1285 0.0149 0.0131
F -0.13209 0.56567 0.00156 -0.5673 -0.6827 0.3245
O -1.76285 -0.84184 2.24167 -1.1852 -0.1798 0.4706
C -3.07218 -0.61664 2.64235 1.8309 0.7136 -1.1916
C -3.72458 -1.88207 3.08820 -1.5445 -2.1270 1.3405
F -3.82578 -2.83765 2.12228 0.5102 0.7716 0.0358
F -3.06708 -2.43499 4.14968 0.3758 0.3921 -0.5273
F -3.12610 0.29752 3.63327 -0.1128 -0.1894 0.1697
F -3.80324 -0.08790 1.61512 0.1370 -0.1296 0.1619
H -1.49708 1.17209 2.05008 0.3993 0.2897 0.2898
H -0.44267 0.35010 3.29960 -0.0473 0.1732 -0.0321
H 2.14292 1.11369 0.99111 -0.6647 0.4730 -0.7085
H -4.73867 -1.71255 3.46913 0.0758 0.4522 -0.3612
```
Positions in Å, forces in eV/Å.

LUMO level: 0.0136 hartree
ΔE to the lowest compared entry with this formula, charge and spin: 0.0000 eV
Highest occupied orbital energy: -0.3680 Eh
Frontier orbital gap: 10.383 eV

=====

[4]
Density functional theory data (ωB97M-V with the def2-TZVPD basis set) for a cluster of 3 separate species, C17H28FN2O2S in total.

```
51
Properties=species:S:1:pos:R:3:forces:R:3
C 1.92350 -0.60741 1.82258 -0.0383 -0.0928 0.1278
C 2.84361 0.09996 2.10431 0.0063 0.2954 -0.1410
S 4.05455 1.16056 2.56602 0.2104 -0.2447 0.3790
C 5.23426 1.15456 1.19244 -0.0056 0.4245 -0.0564
C 4.66443 1.23748 -0.19776 0.1355 -0.1899 0.0032
F 3.97050 0.09050 -0.48077 -0.0724 -0.1189 -0.1461
C 3.31221 2.82868 2.51974 -0.2159 0.0406 -0.0659
C 1.82766 2.89496 2.90243 0.1224 0.3793 -0.0576
C 0.93627 3.60581 1.86769 -0.1656 -0.3849 -0.0846
C -0.18257 2.68448 1.37520 0.1928 0.4842 -0.1310
O -0.57248 2.93172 0.00890 -0.5132 -0.2511 0.3285
C 0.15199 2.20736 -0.85453 0.9302 0.0845 -0.2613
O 1.32496 2.37617 -1.03506 0.3333 -0.0391 0.1297
H 1.10421 -1.23578 1.57946 -0.3363 -0.2536 -0.2218
H 5.83768 2.03679 1.38231 0.1924 0.2050 0.1322
H 5.87256 0.29258 1.32130 0.0021 -0.3629 0.1434
H 5.50243 1.32207 -0.88279 0.1656 -0.0068 -0.1811
H 4.02706 2.09632 -0.34151 -0.4331 0.2436 -0.0571
H 3.91280 3.37468 3.23396 0.2910 0.0543 0.1807
H 3.52020 3.23247 1.54080 -0.0866 0.0181 -0.4033
H 1.77450 3.42234 3.84365 -0.0362 0.0463 0.3107
H 1.44067 1.90294 3.08901 -0.0853 -0.2978 0.0983
H 0.49171 4.49073 2.29930 -0.0225 0.2916 0.1258
H 1.49928 3.92448 1.00384 0.2573 0.0616 -0.2259
H 0.13445 1.65268 1.46175 -0.0385 -0.3494 -0.0114
H -1.08230 2.82998 1.95136 -0.2727 -0.0759 0.1877
H -0.36588 1.40586 -1.36937 -0.6438 0.1158 -0.1771
C 0.01713 -3.07056 -3.68655 -0.0014 0.0548 0.0078
C -0.89576 -1.87054 -3.90345 -0.0160 -0.1964 -0.0437
C -0.54179 -0.67998 -3.00498 -0.1059 -0.1002 -0.1190
C -0.65203 -1.01554 -1.58528 0.0543 -0.0737 -0.0973
N -0.71154 -1.28203 -0.47062 0.1224 0.0631 0.2805
H -0.06384 -3.44991 -2.66674 0.0019 0.0047 0.0181
H -0.25488 -3.88085 -4.36080 0.0044 -0.0129 -0.0109
H 1.06266 -2.81608 -3.87311 0.0095 -0.0031 0.0007
H -1.93124 -2.15159 -3.71635 -0.0204 0.0323 0.0015
H -0.83297 -1.54051 -4.94108 0.0136 0.0783 0.0171
H -1.21326 0.15651 -3.20668 -0.0002 0.0162 0.0014
H 0.48237 -0.34676 -3.18917 0.0100 0.0294 0.0278
C -4.06758 -1.90603 1.49326 -0.0450 0.0240 -0.0079
C -5.34890 -2.53545 0.95969 0.0784 0.0481 0.0683
C -5.09078 -3.52540 -0.18250 -0.0926 0.0799 0.1153
C -4.45438 -2.87516 -1.32397 -0.0041 -0.1521 0.0350
N -3.94704 -2.36424 -2.21526 0.1377 0.1827 -0.1698
H -3.55676 -1.32771 0.72230 0.0206 -0.0253 -0.0236
H -4.28911 -1.23530 2.32318 0.0011 -0.0022 0.0150
H -3.37483 -2.66910 1.85222 0.0124 -0.0137 0.0017
H -6.02850 -1.75647 0.61141 -0.0256 -0.0079 -0.0169
H -5.86101 -3.06878 1.76130 -0.0272 -0.0392 -0.0273
H -6.02242 -3.97313 -0.52835 -0.0093 -0.0356 0.0043
H -4.43758 -4.33281 0.15172 0.0081 -0.0282 -0.0039
```
Positions in Å, forces in eV/Å.

LUMO level: -0.1204 hartree
ΔE to the lowest compared entry with this formula, charge and spin: 4.5335 eV
Highest occupied orbital energy: -0.4886 Eh
Net charge: +1
Frontier orbital gap: 10.021 eV

=====

In the order shown, the computed max |F| values come out to 1.91 2.79 3.57 0.97 eV Å⁻¹.